[1]
DFT (ωB97M-V with the def2-TZVPD basis set) results for CH8N6 as an isolated structure.

Cartesian coordinates (Å):
N  0.503  -1.711  -1.243
N  0.104  0.264  1.420
N  -0.474  1.542  1.219
N  -0.606  -0.966  -0.722
N  -0.204  1.451  -0.176
N  1.402  -0.273  -0.696
C  0.118  0.017  -0.092
H  0.677  -2.568  -0.646
H  -0.213  2.312  1.910
H  -0.340  -0.457  2.006
H  -1.540  1.608  1.395
H  0.583  -1.992  -2.211
H  2.151  -0.509  -0.061
H  -1.348  -0.568  -1.302
H  -0.811  1.849  -0.801

## Properties
LUMO energy: -9.96 eV
highest occupied orbital energy: -20.0805 eV
max |F|: 4.59 eV Å⁻¹
total charge: +2
relative energy (zero: lowest compared OMol25 entry of this formula, charge and spin): 44.0 kcal/mol
gap between HOMO and LUMO: 0.372 Ha


[2]
DFT (ωB97M-V with the def2-TZVPD basis set) results for a 2-piece molecular cluster, C2H3NO3 overall.

Cartesian coordinates (Å):
O  -2.570  0.345  -0.260
O  -2.011  0.019  -2.302
O  -1.006  1.557  -1.174
N  -1.947  0.544  -1.252
C  0.044  -1.016  0.387
C  1.088  -0.728  -0.115
H  -0.970  1.938  -0.283
H  2.006  -0.481  -0.559
H  -0.869  -1.272  0.842

## Properties
LUMO energy: 0.53 eV
highest occupied orbital energy: -10.9459 eV
max |F|: 1.43 eV Å⁻¹
relative energy (zero: lowest compared OMol25 entry of this formula, charge and spin): 164.0 kcal/mol
SMILES: O=[N+]([O-])O.C#C
gap between HOMO and LUMO: 0.422 Ha